C39H70O21 | the ωB97M-V functional and the def2-TZVPD basis

Each line ends with the Löwdin charge.
CARTESIAN COORDINATES (ANGSTROEM)
1 C -2.15462 3.53448 1.60660  -0.04
2 C -2.79672 4.96059 1.07937  -0.04
3 O -1.59350 5.59229 0.58787  0.06
4 C -0.51383 4.88605 0.75152  -0.68
5 O 0.54562 5.11589 0.26773  0.14
6 O -0.71578 3.84093 1.56147  0.02
7 H -2.35003 2.69032 0.95534  0.11
8 H -2.41958 3.43263 2.65916  0.11
9 H -3.19324 5.49990 1.95535  0.13
10 H -3.55028 4.79459 0.33463  0.11
11 C -0.58540 -1.09587 5.98714  -0.10
12 C -0.13555 0.09264 5.15148  -0.11
13 O -1.36383 0.82109 4.95771  0.05
14 C -2.38914 0.31832 5.65724  -0.61
15 O -3.46610 0.77826 5.77388  0.16
16 O -1.96118 -0.78557 6.27868  0.05
17 H -0.02251 -1.26988 6.92025  0.14
18 H -0.56267 -2.02470 5.39799  0.10
19 H 0.32059 -0.16427 4.16806  0.11
20 H 0.59287 0.77456 5.59492  0.13
21 C 3.06317 -2.38887 2.01041  -0.15
22 C 4.38998 -1.89564 2.61639  -0.06
23 O 3.91119 -1.23784 3.81022  0.06
24 C 2.68864 -1.62767 4.16048  -0.54
25 O 2.15136 -1.48640 5.19245  0.17
26 O 2.13660 -2.32778 3.06852  0.02
27 H 3.14840 -3.42047 1.62708  0.13
28 H 2.77598 -1.79598 1.15578  0.09
29 H 4.90584 -1.18268 2.02781  0.12
30 H 5.10547 -2.61982 3.01646  0.13
31 C -6.09184 -2.59732 -3.14687  -0.09
32 C -5.19556 -3.87279 -2.95053  -0.09
33 O -4.28509 -3.53371 -1.89278  0.05
34 C -4.57257 -2.25062 -1.49666  -0.55
35 O -4.01819 -1.56878 -0.66804  0.14
36 O -5.72928 -1.82632 -2.00508  0.07
37 H -7.10117 -2.72106 -3.30396  0.10
38 H -5.70583 -2.14129 -4.05958  0.13
39 H -4.52636 -4.04077 -3.79903  0.13
40 H -5.81758 -4.71136 -2.63966  0.13
41 C 3.05290 0.09735 -7.40644  -0.03
42 C 2.99231 -1.09778 -6.43460  -0.50
43 O 3.92299 -1.72441 -6.01020  0.06
44 C 1.61702 -1.30257 -5.85599  -0.03
45 H 4.09641 0.35549 -7.70930  0.08
46 H 2.62809 1.00846 -6.99338  0.07
47 H 2.66875 -0.23918 -8.43120  0.11
48 H 1.01590 -1.86035 -6.57624  0.09
49 H 1.06178 -0.32145 -5.75579  0.09
50 H 1.62298 -1.80080 -4.89580  0.05
51 C -0.50693 0.06087 0.33100  0.00
52 C 0.84356 0.52184 0.68203  -0.45
53 O 1.39519 0.05781 1.68937  0.03
54 C 1.55334 1.41612 -0.34349  0.01
55 H -0.32784 -0.85776 -0.27651  0.10
56 H -1.14615 0.72662 -0.21677  0.07
57 H -0.89944 -0.18109 1.32366  0.09
58 H 1.43766 1.03875 -1.35883  0.07
59 H 2.56674 1.76190 -0.13129  0.07
60 H 0.78645 2.24493 -0.31606  0.09
61 C 5.15419 -4.06508 -3.54617  -0.01
62 C 4.39385 -3.62467 -2.27411  -0.46
63 O 4.17991 -4.46022 -1.37887  0.01
64 C 3.84772 -2.24169 -2.20031  -0.02
65 H 6.20547 -3.64652 -3.46597  0.10
66 H 4.69343 -3.61612 -4.42482  0.05
67 H 5.19973 -5.17129 -3.56398  0.09
68 H 4.54299 -1.50398 -2.53307  0.07
69 H 3.53270 -1.95604 -1.15156  0.10
70 H 3.03486 -2.09410 -2.90334  0.06
71 C -5.96615 3.11775 4.86631  -0.01
72 C -5.64506 2.43990 3.55114  -0.50
73 O -5.01850 2.91929 2.63558  0.06
74 C -6.17729 1.03403 3.45721  -0.02
75 H -5.34575 4.02345 4.83563  0.09
76 H -5.67764 2.42303 5.62383  0.06
77 H -7.01167 3.34982 4.98950  0.08
78 H -7.27915 1.10244 3.54777  0.09
79 H -5.85519 0.48195 4.32416  0.07
80 H -5.95456 0.57787 2.48916  0.09
81 C -2.71952 -4.84368 4.34399  -0.01
82 C -1.67636 -3.87429 3.88897  -0.52
83 O -0.51625 -4.07528 4.05848  0.08
84 C -2.08824 -2.52713 3.27391  0.00
85 H -3.69483 -4.36617 4.28400  0.08
86 H -2.42164 -5.14471 5.36721  0.10
87 H -2.65907 -5.73675 3.73566  0.08
88 H -2.48644 -2.68190 2.26054  0.09
89 H -1.29887 -1.77469 3.28095  0.06
90 H -2.88021 -2.13139 3.96366  0.09
91 C 2.32434 3.46904 -2.77000  0.00
92 C 2.49907 2.07924 -3.38867  -0.49
93 O 1.58094 1.34451 -3.72380  0.04
94 C 3.90300 1.61751 -3.40794  -0.02
95 H 2.69581 3.47478 -1.73272  0.08
96 H 1.27778 3.73978 -2.78441  0.06
97 H 2.91694 4.25434 -3.20636  0.08
98 H 4.64985 2.39197 -3.70101  0.10
99 H 4.13907 0.73123 -3.96007  0.06
100 H 4.15207 1.46361 -2.30947  0.12
101 C 0.41635 -4.04061 -0.62560  -0.01
102 C 0.69775 -3.70093 -2.03768  -0.48
103 O 0.60784 -2.55831 -2.47520  0.03
104 C 0.99311 -4.85246 -3.01448  0.00
105 H 1.20711 -4.66124 -0.15409  0.10
106 H -0.44573 -4.63236 -0.63923  0.07
107 H 0.24177 -3.17320 0.00270  0.08
108 H 0.06219 -5.28427 -3.31406  0.07
109 H 1.57687 -5.60153 -2.47500  0.08
110 H 1.54555 -4.46436 -3.86110  0.08
111 C 3.71447 5.36550 1.93602  -0.02
112 C 3.67850 3.92315 1.92290  -0.54
113 O 4.37625 3.29404 1.18277  0.07
114 C 2.59631 3.23124 2.74148  -0.01
115 H 4.58953 5.67320 1.44450  0.07
116 H 3.71414 5.86881 2.87347  0.08
117 H 2.81153 5.70838 1.38124  0.10
118 H 2.70811 2.13658 2.64649  0.07
119 H 1.57518 3.60261 2.54551  0.07
120 H 2.79858 3.42748 3.82220  0.09
121 C -1.39867 4.27096 -2.25706  -0.01
122 C -1.47453 3.42798 -3.55990  -0.46
123 O -1.53445 3.93813 -4.65661  0.06
124 C -1.66656 1.90706 -3.42771  -0.01
125 H -0.56721 4.92663 -2.34677  0.06
126 H -1.15233 3.64824 -1.35924  0.08
127 H -2.31918 4.83160 -2.16631  0.09
128 H -2.55219 1.82631 -2.77801  0.09
129 H -0.71198 1.53455 -3.04845  0.06
130 H -1.93961 1.47713 -4.33780  0.05

Cartesian forces, eV/Å:
C 0.0680 2.6878 0.1721
C 1.8915 -2.2699 1.9290
O -2.2245 1.3880 -0.8114
C 0.6511 -1.0225 0.6477
O 0.9278 0.5777 -0.3642
O -1.2353 -0.9623 -0.0145
H -0.1873 -0.0895 0.1890
H -0.0502 -0.6265 -0.3802
H 0.2108 -0.0116 -0.6181
H -0.0611 0.2469 -0.5744
C 0.1733 -0.6470 -0.1527
C 0.4572 0.3583 -0.8082
O -0.1144 0.9093 -0.8412
C 2.4767 -0.8340 0.3181
O -1.4982 0.6764 -0.2723
O -0.2803 -0.8181 0.7531
H -0.3838 0.3291 -0.4276
H 0.0855 0.3607 0.3312
H -0.7781 -0.0280 0.5650
H -0.2322 -0.1664 0.4201
C 1.1015 -1.1597 -0.4927
C -1.0004 -0.3376 1.3906
O 0.5085 0.8035 0.6580
C 0.3543 -1.6787 -3.5227
O -0.6045 0.4845 1.2601
O 0.1403 0.5688 1.4377
H -0.0942 0.2442 0.4219
H -0.3511 0.5354 0.0719
H 0.3761 0.7350 -0.6137
H -0.2738 -0.3896 -0.5938
C 4.0443 -0.4342 -0.4443
C -0.4126 0.3156 -0.0219
O -0.3260 1.5680 0.2609
C 0.1850 0.5084 2.2211
O 0.2684 -1.5216 -1.1341
O -1.0366 0.1840 -1.1434
H -2.3011 -0.4716 0.4791
H -0.0737 0.5873 0.1016
H -0.7131 -0.4394 -0.1153
H 0.4250 -0.2841 -0.1683
C 1.7965 -1.1191 -1.9589
C -1.1710 1.6680 0.7587
O 0.9489 -0.3191 -0.3884
C -1.1407 1.1215 -0.4391
H -0.4362 -0.3602 0.7003
H -0.5725 -0.2612 -0.1732
H -0.3266 0.7002 1.5292
H -0.0233 -0.2702 0.0049
H 0.7820 -0.9837 0.0237
H 0.0839 -0.1886 0.0919
C -0.1426 -1.0702 0.6429
C 3.0057 -0.7057 0.2129
O -0.7917 1.2131 -1.2714
C -2.0176 0.6192 0.8275
H -0.4208 0.4769 0.3732
H -0.1587 0.3941 -0.2983
H -0.6272 -0.3362 -0.4753
H 0.0667 -0.4050 0.1362
H -0.2624 -0.1689 0.3093
H 1.1848 0.0403 -0.2232
C 0.6667 0.5152 1.1729
C -0.2238 -2.3803 0.6379
O 0.3384 1.6589 -1.3624
C -0.3806 0.6225 1.3454
H -1.0874 -0.4822 -0.1623
H 0.0334 -0.1266 -0.1318
H -0.0521 0.7283 -0.1110
H 0.9512 0.4403 -0.2105
H 0.1554 -0.5445 -1.2232
H -0.4463 -0.3104 0.0256
C 1.1632 0.8235 -1.3582
C -0.7017 -1.0524 -0.0909
O 0.2234 0.6546 0.1773
C -1.0150 0.4151 -0.4497
H -0.3467 -0.1060 0.6329
H 0.3458 -0.2079 0.7915
H -0.3816 0.0883 -0.1729
H 0.3430 -0.0505 -0.0308
H 0.3418 -0.4808 0.1201
H 0.2263 -0.0556 0.3540
C 0.1508 0.1670 0.4647
C -0.3291 1.6662 -0.6561
O 1.7514 -0.8388 0.3608
C -1.2836 -0.1982 0.9706
H -0.1737 -0.3990 0.2183
H -0.4842 0.2041 -0.4277
H -0.1718 -0.1832 -0.2424
H -0.0778 0.2262 0.3063
H 0.2767 -0.4857 -0.2305
H 0.2350 -0.1910 -0.8959
C -0.3533 -0.6475 0.4141
C -0.3528 0.1855 -0.1167
O 0.5123 0.9437 0.1872
C 1.9080 0.7214 1.4452
H -0.3085 -0.3120 -0.1717
H -0.1456 0.1337 0.0774
H 0.2330 0.1025 -0.7519
H -0.7623 -0.2508 0.0706
H -0.3356 -0.6378 -0.2729
H -0.1897 -0.1032 -1.0857
C 1.6149 0.2376 0.8802
C 0.0102 0.9457 -1.6662
O 0.1547 -0.8733 0.6208
C 0.7408 0.6834 1.4621
H -0.2797 0.3460 -0.4617
H -1.5494 -1.0527 0.1482
H -0.0056 0.1849 -0.1123
H -0.6350 -0.3188 -0.3256
H 0.0034 -0.1109 -0.2629
H -0.0265 -0.0122 -0.1901
C -1.0477 1.5891 -0.5110
C -1.9947 -1.2440 0.7726
O 1.1315 -0.9369 -0.8771
C 0.5902 -0.3566 1.2197
H 1.0764 0.5584 -0.9751
H -0.2979 0.0244 1.0854
H 0.5245 -0.1049 0.2438
H -0.3982 0.5122 -0.3096
H 0.5190 -0.2411 -0.1675
H -0.1674 0.1207 -0.5971
C 0.4935 -1.8085 -0.3176
C -0.9800 -0.5784 -0.3364
O 0.3684 0.4025 0.5362
C 0.1588 2.0912 1.6901
H 0.5191 0.9396 -0.1465
H -0.6422 0.2971 -0.7667
H -0.1561 0.0865 0.2000
H 0.6013 -0.4810 0.4017
H -0.4328 -0.5076 0.2905
H -0.0365 -0.5671 -1.6414

## Properties
**DFT total energy**: -3108.032386 hartree
**Frontier orbital gap**: 0.3493 Eh
**Lowest unoccupied orbital energy**: 0.231 eV